1.
This record from the OMol25 dataset describes a 10-piece molecular cluster, C28H72F12N6O18S4 overall in a non-equilibrium geometry. The level of theory is the ωB97M-V functional and the def2-TZVPD basis.

Geometry (Å):
O  0.840  5.914  2.684
H  -1.065  2.321  4.270
H  4.032  0.463  -7.289
H  -6.022  4.822  -2.158
C  -9.280  4.065  -3.734
C  2.541  -4.741  3.322
C  3.627  -0.484  -7.639
H  -1.531  -0.020  2.165
H  -4.906  0.496  5.659
F  2.582  4.642  5.123
H  -0.062  1.821  1.820
S  0.702  4.575  3.225
O  2.884  -6.287  -4.318
H  -1.403  -2.668  3.303
S  -0.501  3.086  -2.558
C  -1.604  -0.733  0.100
O  1.936  -0.597  1.943
C  -1.111  1.685  5.162
C  1.053  -2.771  4.147
H  -2.590  -1.216  0.110
O  3.633  -0.418  3.666
C  5.231  -1.949  -0.441
H  -4.608  2.138  -2.731
H  -10.066  4.680  -3.305
C  2.275  -3.678  4.374
C  0.428  -0.050  -4.185
H  4.495  -4.830  0.198
H  3.123  -0.245  -8.583
H  4.749  0.176  -3.207
H  -3.173  2.990  5.557
H  6.474  -0.847  -1.772
H  -0.721  2.426  5.870
C  2.849  -1.327  -6.720
C  1.128  -4.606  -3.067
O  -2.357  1.091  5.492
H  1.003  -1.938  -7.477
O  -0.177  4.658  4.395
H  3.607  -1.111  -2.746
H  -0.303  -0.640  -3.631
H  -7.406  3.420  -0.816
H  -3.638  0.921  1.174
N  1.934  -2.333  -7.349
H  2.280  -2.787  -8.192
H  3.300  -5.466  3.621
S  3.351  -0.731  2.257
O  3.693  -4.092  -3.732
H  1.512  0.403  -6.398
C  4.248  0.611  1.247
H  1.807  -3.053  -6.615
H  -7.308  2.383  -3.220
C  2.404  4.130  3.887
H  1.083  0.462  -3.479
S  2.590  -4.863  -4.297
O  4.237  -2.924  -0.619
H  2.837  0.190  -5.221
H  -2.572  2.218  1.600
F  3.327  4.572  3.060
F  1.684  2.912  -3.989
F  4.140  1.788  1.836
H  -3.468  0.456  7.376
C  -3.451  1.954  5.328
H  -0.315  0.945  5.098
H  -2.689  1.743  -0.110
C  -1.280  -2.593  4.385
C  -4.652  1.458  6.104
H  -6.742  2.340  6.255
F  1.859  4.162  -2.213
C  1.067  3.835  -3.229
H  6.638  -3.116  -2.627
O  1.170  -0.993  -4.947
H  -9.240  4.097  -4.821
O  -8.023  4.315  -3.118
H  3.042  -4.315  6.254
C  4.432  -0.484  -2.397
H  3.987  0.196  -1.674
O  0.322  3.518  2.278
H  -3.692  1.995  4.259
N  -4.199  1.160  7.516
H  -2.077  -3.103  4.926
H  6.101  -2.349  0.090
H  2.840  -4.293  2.377
F  0.868  4.894  -4.000
H  -5.332  3.455  6.621
H  3.033  -4.180  0.477
H  -1.494  -0.255  -0.880
O  3.920  -2.029  1.883
H  -6.470  3.412  -4.307
H  -4.307  3.672  -3.530
H  -5.919  3.667  -0.118
C  -2.676  1.372  0.915
H  0.446  -1.291  -1.369
H  -3.817  2.008  7.934
H  3.171  -3.092  4.575
O  -0.054  1.959  -1.726
C  -5.952  3.737  -2.255
H  0.513  0.441  1.176
H  -1.177  -1.596  4.816
H  -3.719  3.619  -1.997
C  5.542  -1.407  -1.864
H  6.233  -1.998  -3.677
F  0.012  -5.114  -3.561
H  1.467  -3.973  6.331
N  -6.398  3.235  -0.904
O  -0.123  -3.384  4.670
O  -0.628  -1.700  0.344
H  1.972  -5.384  5.612
H  0.892  -2.691  3.071
F  2.504  2.806  4.071
H  -0.130  1.538  0.149
H  -5.792  2.816  5.023
F  1.408  -5.083  -1.868
O  -1.309  2.547  -3.656
H  -5.001  0.726  7.968
C  2.076  -0.329  -5.810
H  1.626  -5.315  3.144
H  -0.177  0.640  -4.776
F  5.553  0.375  1.155
C  -1.555  0.380  1.150
C  0.010  -2.157  -0.871
O  2.014  -4.331  -5.523
H  4.918  -1.079  0.146
N  5.867  -2.494  -2.868
C  4.074  -3.843  0.430
F  0.939  -3.279  -2.997
F  3.739  0.586  0.008
H  4.498  -1.031  -8.020
H  3.572  -1.836  -6.083
H  -0.707  -2.776  -1.402
H  -9.572  3.046  -3.446
H  4.380  -3.591  1.445
C  -6.967  3.426  -3.334
H  0.861  -2.717  -0.486
H  -6.454  2.215  -0.854
H  1.237  -1.831  4.670
N  2.175  -4.391  5.722
C  -4.557  3.214  -2.568
H  5.005  -3.054  -2.999
O  -1.133  4.165  -1.816
C  -5.691  2.578  6.087
N  -0.256  1.123  1.082

Atomic forces in eV per Å
O 0.812 -1.219 -0.551
H -0.667 -0.482 -0.411
H -0.343 -0.104 0.628
H 0.471 0.035 0.116
C 0.009 -1.631 0.250
C -0.602 -0.209 -0.008
C 1.430 -0.071 -3.060
H -0.493 -0.218 -0.024
H -0.574 0.055 0.253
F 0.064 0.417 -0.708
H -0.386 0.590 -0.139
S -1.622 2.677 0.701
O -0.726 1.240 -0.012
H -0.470 0.670 0.034
S -2.115 -0.748 0.387
C -0.102 0.253 0.228
O 0.060 0.332 -0.807
C 1.655 1.089 -0.112
C -0.091 -0.823 0.165
H -0.186 0.228 0.124
O -0.060 0.123 -1.460
C -0.045 0.196 -1.017
H 0.493 -0.065 0.278
H 0.426 0.574 -0.137
C 0.731 -0.182 0.224
C -0.558 -0.672 0.551
H 0.790 0.150 -0.563
H -0.458 0.145 0.266
H 0.279 -0.297 -0.229
H -0.057 -0.001 0.457
H -0.001 0.165 0.040
H -0.585 -0.171 0.602
C -0.366 1.421 1.962
C 1.628 0.530 -1.856
O -0.231 -0.353 0.552
H 0.074 0.125 -0.370
O 0.451 -1.527 0.058
H -0.057 0.020 -0.160
H 0.165 0.018 0.171
H 0.094 0.812 0.052
H -0.015 -0.176 -0.259
N -0.085 0.511 0.804
H 0.059 0.155 -0.058
H 0.197 0.207 0.085
S 0.265 -0.354 3.110
O -0.222 0.784 -0.086
H 0.189 0.112 -0.260
C -0.310 -0.390 1.513
H 0.082 -0.815 0.391
H -0.171 -0.124 0.032
C -1.176 -0.059 0.853
H -0.133 0.218 -0.099
S 0.159 -2.068 1.070
O -0.019 0.190 0.253
H 0.046 0.196 -0.085
H 0.162 0.141 -0.195
F 0.401 -0.184 0.065
F 0.262 -0.133 0.055
F -0.695 -0.029 -0.530
H 0.360 0.214 0.452
C 0.910 0.444 -0.885
H -0.391 -0.410 -0.115
H 0.092 -0.018 -0.020
C 0.486 -1.181 0.418
C 0.288 0.942 -0.359
H 0.240 -0.314 1.005
F 0.018 0.014 -0.159
C -0.299 -0.498 -0.033
H -0.229 -0.066 0.661
O 0.467 0.050 -0.917
H 0.022 0.353 -0.004
O -0.050 0.889 0.133
H 0.181 -0.096 -0.259
C -0.353 -0.636 -0.717
H 0.624 -0.595 -0.319
O 0.514 -0.318 0.272
H -0.386 -0.056 0.024
N -0.197 -0.815 -1.440
H -0.209 0.075 -0.311
H 0.223 -0.151 -0.295
H -0.087 0.095 0.327
F -0.240 0.115 0.198
H -0.197 0.025 0.056
H -0.321 0.826 -0.088
H 0.166 -0.030 -0.076
O -0.744 2.806 0.673
H -0.165 0.687 -0.155
H -0.058 -0.322 -0.212
H 0.275 -0.207 -0.019
C -0.378 0.153 0.828
H -0.403 -0.097 -0.592
H -0.157 -0.141 0.494
H -0.147 0.521 -0.810
O 0.670 0.307 0.384
C 1.085 0.655 -0.343
H 0.088 -0.154 0.089
H 0.037 0.259 -0.449
H -0.187 -0.554 0.686
C 0.652 0.939 1.505
H -0.729 -0.308 -0.543
F -0.194 -0.541 0.309
H -0.366 -0.110 -0.294
N -2.096 -0.547 -0.308
O 0.599 -0.130 0.723
O 0.304 0.276 -0.158
H -0.233 0.024 0.000
H 0.467 0.681 -0.055
F 0.171 -0.340 -0.569
H -0.026 0.576 -0.258
H 0.436 0.493 0.030
F -0.280 -0.141 0.236
O 0.834 0.931 -0.005
H 0.215 0.373 0.780
C -0.561 -1.127 0.314
H -0.066 0.057 -0.044
H 0.436 0.210 -0.228
F 0.577 -0.009 0.138
C 0.322 0.349 0.035
C 0.285 0.213 1.979
O -0.017 0.496 -0.350
H 0.191 -1.298 -0.855
N -0.011 0.574 0.551
C -0.325 -3.068 -0.109
F 0.132 0.091 0.199
F -0.487 1.125 0.799
H 0.069 -0.020 0.192
H -0.466 -0.647 0.032
H 0.244 0.174 -0.467
H -0.077 -0.134 -0.260
H 0.363 -0.232 -1.112
C -0.490 -1.232 0.657
H -0.118 -0.380 -0.350
H 1.064 -0.079 0.092
H -0.068 0.325 -0.453
N -0.348 -0.032 0.787
C -0.351 0.999 -0.996
H -0.150 -0.323 -0.781
O 0.448 -0.336 -0.395
C -0.458 -0.706 -1.405
N 0.727 -1.213 -0.622

* HOMO: -0.4188 Eh
* charge: +2
* HOMO-LUMO gap: 6.78 eV

=====

2.
This record from the OMol25 dataset describes C12H15Cl2IN4OSTc as an isolated structure. The level of theory is the ωB97M-V functional and the def2-TZVPD basis.

Geometry (Å):
C  -2.277  -0.305  3.031
C  -1.078  2.380  -2.594
O  -1.112  1.232  -1.953
C  -2.038  -0.204  1.681
H  -1.151  3.261  -4.382
I  -2.204  5.218  -2.587
H  -3.272  -0.135  3.421
C  0.225  -0.637  1.923
S  1.211  -0.595  -1.333
Tc  -1.104  -0.407  -0.961
C  2.674  -0.725  2.225
H  -3.568  -2.982  -2.358
C  2.026  -0.727  0.108
N  -1.101  2.371  -3.885
H  4.844  -0.893  1.710
N  3.397  -0.844  0.147
C  -1.217  -0.661  3.848
N  1.578  -0.693  1.418
H  -4.013  -2.852  -0.592
C  4.281  -0.945  -1.040
H  4.151  -0.060  -1.660
H  4.036  -1.851  -1.591
N  -0.821  -0.377  1.098
H  0.857  -1.111  3.923
C  -0.988  3.642  -1.812
Cl  -3.582  -0.723  -1.586
H  -1.111  1.522  -4.438
H  5.307  -0.995  -0.686
H  -2.856  0.029  1.010
C  -3.388  -2.493  -1.404
H  2.651  -0.647  3.299
Cl  -1.644  -2.773  -0.950
C  0.040  -0.826  3.278
H  -1.251  3.453  -0.775
C  3.804  -0.834  1.415
H  -1.351  -0.807  4.914
H  0.046  3.993  -1.861

Atomic forces in eV per Å
C 0.028 -0.015 0.042
C -0.020 0.223 0.145
O 0.029 -0.428 -0.170
C -0.042 0.039 0.019
H -0.016 0.003 0.002
I 0.031 -0.037 0.009
H -0.003 -0.002 -0.005
C -0.054 0.013 0.039
S 0.055 -0.032 0.086
Tc 0.402 0.448 -0.134
C -0.121 0.000 0.041
H 0.002 -0.007 0.006
C -0.130 0.019 -0.087
N 0.011 -0.025 -0.031
H 0.002 -0.001 -0.001
N 0.041 -0.003 0.111
C -0.047 0.008 -0.013
N 0.097 -0.049 0.001
H 0.006 -0.014 -0.003
C 0.042 -0.001 -0.061
H -0.007 0.001 0.009
H -0.011 0.001 0.009
N -0.136 -0.019 0.010
H -0.005 0.002 0.001
C -0.034 -0.021 0.008
Cl -0.145 -0.017 0.108
H -0.027 -0.002 0.013
H -0.004 -0.001 0.009
H -0.001 0.006 0.001
C -0.036 -0.004 -0.022
H 0.001 -0.001 -0.003
Cl -0.017 -0.089 -0.019
C 0.058 0.002 -0.016
H -0.017 0.003 -0.004
C 0.068 -0.007 -0.099
H 0.002 0.001 0.001
H 0.000 0.005 0.000

* multiplicity: 4
* HOMO (alpha / beta): -0.7231 / -0.7229 Eh
* charge: +4
* <S²>: 3.784
* HOMO-LUMO gap (alpha / beta): 5.18 / 3.17 eV

=====

3.
This record from the OMol25 dataset describes a 2-piece molecular cluster, C4H8N2O overall in a non-equilibrium geometry. The level of theory is the ωB97M-V functional and the def2-TZVPD basis.

Geometry (Å):
H  -2.578  -0.590  -0.234
C  -1.762  -0.657  0.360
C  -0.367  -0.639  -0.276
N  1.382  2.011  -2.407
O  1.824  -1.413  0.426
H  -0.194  0.301  -0.782
H  1.541  -0.069  2.473
H  0.242  0.830  1.965
C  0.745  2.115  -1.462
H  -2.047  -1.717  0.613
H  -1.783  -0.043  1.216
H  1.783  2.155  -3.285
C  0.847  -0.757  0.651
N  0.752  -0.109  1.829
H  -0.384  -1.421  -1.087

Atomic forces in eV per Å
H -2.145 1.752 -2.645
C 2.428 -3.149 1.630
C -0.107 -1.052 -1.424
N 0.657 -0.022 -1.106
O 7.299 -4.836 -2.006
H -0.412 0.370 -0.345
H -0.074 -0.469 -0.620
H 1.076 -1.764 -1.197
C -1.079 0.362 1.988
H 0.980 0.602 0.833
H -0.497 0.656 0.993
H 0.598 -0.044 -0.966
C -8.252 3.739 -0.452
N -0.977 3.246 4.514
H 0.504 0.608 0.802

* multiplicity: 3
* HOMO (alpha / beta): -0.1490 / -0.3657 Eh
* <S²>: 2.006
* HOMO-LUMO gap (alpha / beta): 5.20 / 7.79 eV

=====

4.
This record from the OMol25 dataset describes C2H6N5 as an isolated structure in a non-equilibrium geometry. The level of theory is the ωB97M-V functional and the def2-TZVPD basis.

Geometry (Å):
H  -0.625  0.965  -1.961
H  -1.128  -0.400  1.652
N  2.219  -0.705  0.120
N  2.094  0.700  0.078
H  -0.737  1.231  1.598
N  0.967  1.125  -0.043
N  -1.063  0.426  1.044
H  -1.998  0.641  0.663
C  1.155  -1.323  0.093
H  0.891  -2.353  0.081
C  -0.096  0.200  -0.148
H  -0.879  -0.692  -1.836
N  -0.801  0.185  -1.340

Atomic forces in eV per Å
H 0.011 0.016 0.034
H 0.029 0.274 -0.174
N 0.668 -1.999 0.013
N 1.097 1.230 0.117
H -0.135 -0.201 -0.023
N -1.472 1.178 -0.113
N 0.213 0.238 0.042
H 0.288 -0.086 0.071
C -2.516 3.171 -0.240
H 0.051 -0.645 -0.042
C 1.803 -3.456 0.515
H 0.106 0.063 0.140
N -0.143 0.218 -0.340

* HOMO: -0.5356 Eh
* charge: +1
* HOMO-LUMO gap: 9.50 eV

=====

Quick rundown of energy above the lowest of the compared OMol25 structures with the same formula, charge and spin, same order as above: 113.1; 0.0; 215.3; 393.9 kJ/mol
Quick rundown of total energy, same order as above: -151931.168; -66830.240; -9298.432; -9610.934 eV